Entry 1:
The following is a quantum chemistry calculation of an isolated molecule of C10H16N4O4 in a non-equilibrium geometry, from the Open Molecules 2025 dataset.

- Calculated total energy: -24781.17602 eV
- SMILES: CCCCOC(=O)CCNc1n[nH]c(=O)[nH]c1=O
- Energy relative to the best compared isomer or geometry (same formula, charge and spin): 45.8 kJ/mol

```
! wB97M-V def2-TZVPD RIJCOSX def2/J DEFGRID3
* xyz 0 1
O -2.167 -1.165 2.219
O -4.524 0.934 -1.066
O 1.523 -0.120 -0.675
O 3.645 -0.603 -0.142
N -2.704 -0.309 -1.596
N -0.414 -2.129 0.380
N -1.642 -1.099 -1.289
N -3.364 -0.113 0.600
C 2.011 -2.341 0.029
C 2.053 2.151 0.154
C 1.914 1.207 -1.042
C -2.334 -0.891 1.050
C -3.603 0.229 -0.732
C -0.270 1.724 1.091
C 0.730 2.766 0.607
C 2.493 -0.931 -0.262
C 0.606 -2.683 -0.466
C -1.440 -1.373 -0.039
H 2.736 2.953 -0.131
H -0.366 -2.269 1.380
H 0.294 3.326 -0.223
H 2.513 1.602 0.978
H -1.199 2.201 1.396
H -2.814 -0.120 -2.583
H 0.503 -3.775 -0.493
H 0.127 1.173 1.941
H 2.741 -3.016 -0.423
H 2.072 -2.488 1.111
H 1.138 1.552 -1.728
H 0.438 -2.287 -1.468
H -0.485 1.017 0.296
H 0.934 3.474 1.413
H 2.872 1.141 -1.568
H -4.016 0.260 1.281
*
```

Electronic structure analysis, Löwdin charges in units of e: O 0.093; O 0.073; O -0.017; O 0.111; N 0.068; N 0.057; N 0.124; N 0.222; C -0.057; C -0.175; C -0.151; C -0.402; C -0.527; C -0.100; C -0.252; C -0.496; C -0.175; C -0.287; H 0.116; H 0.142; H 0.108; H 0.118; H 0.077; H 0.159; H 0.124; H 0.086; H 0.128; H 0.130; H 0.133; H 0.116; H 0.047; H 0.106; H 0.126; H 0.175

***

Entry 2:
The following is a quantum chemistry calculation of a cluster of 2 separate species, C10H16NO2P in total in a non-equilibrium geometry, from the Open Molecules 2025 dataset.

- Calculated total energy: -25496.17816 eV
- Energy relative to the best compared isomer or geometry (same formula, charge and spin): 620.9 kJ/mol

```
! wB97M-V def2-TZVPD RIJCOSX def2/J DEFGRID3
* xyz 0 1
P -0.349 -0.064 0.069
O 2.192 -0.255 -0.608
O 1.076 1.825 1.113
N -0.906 -0.101 -1.388
C -0.400 2.785 -0.434
C 0.246 1.658 0.293
C -1.142 -1.076 -2.372
C 0.580 3.897 -0.860
C 0.343 -2.795 1.261
C 1.408 -0.849 0.023
C 1.607 -2.191 0.725
C -1.711 2.852 -0.738
C 2.766 -2.862 0.492
C -1.558 -0.498 2.568
H -1.912 -1.526 2.451
H 0.612 -3.567 2.049
H -0.096 -3.382 0.495
H -0.702 -0.330 3.056
H -1.651 -1.878 -2.018
H -2.301 0.145 2.802
H 3.508 -2.287 -0.158
H 1.496 3.829 -0.407
H 3.103 -3.807 0.656
H -0.428 -2.010 1.442
H -1.827 -0.703 -3.065
H -2.015 3.692 -1.519
H -0.256 -1.432 -2.906
H 0.575 4.035 -1.966
H 0.110 4.866 -0.492
H -2.367 2.028 -0.565
*
```

Electronic structure analysis, Löwdin charges in units of e: P 1.017; O 0.099; O 0.083; N -0.248; C -0.314; C -0.509; C -0.203; C -0.044; C -0.095; C -0.440; C -0.283; C 0.048; C 0.103; C 0.034; H 0.005; H 0.115; H 0.068; H -0.047; H 0.034; H -0.047; H 0.099; H 0.032; H 0.030; H -0.025; H 0.050; H 0.120; H 0.088; H 0.093; H 0.100; H 0.035

***

Entry 3:
The following is a quantum chemistry calculation of a cluster of 2 separate species, C10H16NO3 in total in a non-equilibrium geometry, from the Open Molecules 2025 dataset.

- Calculated total energy: -18249.46316 eV
- Energy relative to the best compared isomer or geometry (same formula, charge and spin): 358.8 kJ/mol

```
! wB97M-V def2-TZVPD RIJCOSX def2/J DEFGRID3
* xyz 1 1
O -1.220 -3.294 -0.899
O 1.651 -1.224 1.147
O -1.924 -1.115 0.862
N 1.446 0.673 -0.195
C -0.928 -3.781 0.273
C -1.546 -2.117 -1.287
C 0.918 -0.255 -0.995
C 0.990 3.108 0.007
C -2.202 0.159 1.325
C 2.061 0.089 1.069
C -1.936 -1.042 -0.479
C -2.168 0.313 -0.918
C 1.865 1.990 -0.648
C -2.343 1.096 0.319
H -2.280 2.233 0.498
H -1.080 -3.373 1.205
H 1.833 0.620 1.989
H 1.991 -1.693 1.943
H -0.019 3.006 -0.343
H -1.591 -2.043 -2.354
H 1.149 3.093 1.078
H -0.870 -4.893 0.201
H -2.249 0.329 2.352
H 3.131 0.315 0.787
H 0.516 -1.131 -0.566
H -1.908 0.661 -1.874
H 0.703 0.023 -2.027
H 1.834 2.016 -1.714
H 2.907 2.083 -0.312
H 1.268 4.151 -0.445
*
```

Electronic structure analysis, Löwdin charges in units of e: O -0.024; O -0.021; O 0.031; N -0.064; C 0.019; C -0.126; C 0.221; C -0.036; C -0.091; C -0.169; C -0.296; C -0.009; C -0.169; C -0.045; H 0.136; H 0.048; H 0.144; H 0.154; H 0.047; H 0.142; H 0.074; H 0.102; H 0.103; H 0.157; H 0.075; H 0.085; H 0.136; H 0.120; H 0.130; H 0.128

***

Entry 4:
The following is a quantum chemistry calculation of the ion C10H16NO4 with charge -1 in a non-equilibrium geometry, from the Open Molecules 2025 dataset.

- Calculated total energy: -20308.84815 eV
- SMILES: CC(C)(C)[C@H]1OC[C@](C)(C(=O)[O-])N1C=O
- Energy relative to the best compared isomer or geometry (same formula, charge and spin): 0.0 kJ/mol

```
! wB97M-V def2-TZVPD RIJCOSX def2/J DEFGRID3
* xyz -1 1
O 3.310 0.620 0.825
O 3.825 -1.551 0.595
O 2.011 2.565 -0.437
O 0.086 -1.396 1.030
N 0.937 0.550 -0.054
C 3.092 -0.578 0.415
C -1.624 0.603 -1.083
C 1.694 1.685 0.372
C -1.639 0.260 0.394
C -2.593 -0.928 0.575
C 0.782 -1.826 -0.167
C 1.731 -0.657 -0.410
C -0.297 -0.084 0.981
C -2.195 1.434 1.179
C 2.203 -0.548 -1.891
H 3.064 -1.168 -2.005
H 0.011 -1.711 -0.987
H -1.650 2.474 0.914
H -3.258 1.575 0.822
H -2.479 -1.745 -0.057
H -2.548 1.292 -1.327
H 2.219 0.418 -2.193
H -0.333 0.337 2.025
H -2.296 1.266 2.163
H -2.404 -1.411 1.589
H -1.685 -0.265 -1.705
H 1.359 -2.721 0.153
H 1.550 1.928 1.466
H -0.737 1.060 -1.231
H -3.548 -0.513 0.565
H 1.411 -0.964 -2.516
*
```

Electronic structure analysis, Löwdin charges in units of e: O -0.017; O -0.010; O -0.047; O -0.104; N 0.044; C -0.581; C -0.044; C -0.416; C -0.571; C -0.041; C -0.060; C -0.353; C -0.199; C -0.067; C 0.010; H 0.079; H 0.130; H 0.149; H 0.087; H 0.055; H 0.124; H 0.042; H 0.158; H 0.026; H 0.113; H 0.067; H 0.148; H 0.130; H 0.025; H 0.052; H 0.071

***

Entry 5:
The following is a quantum chemistry calculation of a cluster of 2 separate species, C10H16O in total in a non-equilibrium geometry, from the Open Molecules 2025 dataset.

- Calculated total energy: -12675.58128 eV
- Energy relative to the best compared isomer or geometry (same formula, charge and spin): 14.5 kJ/mol

```
! wB97M-V def2-TZVPD RIJCOSX def2/J DEFGRID3
* xyz -1 2
O 1.399 3.401 1.494
C -2.784 -0.758 -0.700
C -2.999 0.381 0.287
C 1.926 -1.589 -1.178
C 1.561 0.986 1.634
C 2.177 2.167 -0.388
C 2.005 -0.287 -0.418
C 2.288 0.906 -1.045
C 1.763 -0.275 0.973
C -2.230 -2.049 -0.103
C 1.705 2.164 0.938
H 2.754 -2.299 -1.023
H -2.812 -2.251 0.814
H 1.203 1.029 2.661
H -3.139 0.015 1.301
H 1.554 -1.176 1.533
H -3.711 -1.022 -1.224
H -3.870 0.978 0.011
H 1.193 3.270 2.433
H 2.655 0.871 -2.071
H -2.126 1.034 0.274
H -1.240 -1.865 0.316
H 0.965 -2.055 -0.950
H -2.185 -2.880 -0.812
H 2.216 3.087 -0.954
H 1.912 -1.352 -2.245
H -2.182 -0.433 -1.559
*
```

Electronic structure analysis, Löwdin charges in units of e: O -0.028; C -0.336; C -0.120; C -0.100; C -0.129; C -0.122; C -0.381; C -0.144; C -0.156; C -0.130; C -0.412; H 0.059; H 0.067; H 0.068; H 0.061; H 0.053; H 0.084; H 0.059; H 0.077; H 0.075; H 0.071; H 0.056; H 0.047; H 0.066; H 0.063; H 0.054; H 0.098

***

Entry 6:
The following is a quantum chemistry calculation of a cluster of 2 separate species, C10H16O in total in a non-equilibrium geometry, from the Open Molecules 2025 dataset.

- Calculated total energy: -12675.56148 eV
- SMILES: CCc1ccc(O)cc1.CC
- Energy relative to the best compared isomer or geometry (same formula, charge and spin): 208.7 kJ/mol

```
! wB97M-V def2-TZVPD RIJCOSX def2/J DEFGRID3
* xyz 0 1
O 4.668 1.159 -0.525
C 3.320 1.316 -0.332
C 1.057 0.624 -0.726
C 0.753 1.296 0.465
C -0.710 1.392 0.952
C 3.039 1.899 0.929
C 1.712 1.934 1.284
C -1.186 0.176 1.654
C 2.406 0.590 -1.098
C -3.528 -2.042 -1.161
C -2.121 -2.704 -1.207
H -1.887 -2.835 -2.255
H -2.282 -3.719 -0.802
H -1.400 -2.080 -0.724
H -4.147 -2.649 -0.447
H -3.605 -1.092 -0.570
H -0.273 -0.335 1.969
H 1.457 2.423 2.226
H 2.902 -0.027 -1.837
H 0.298 0.101 -1.287
H -1.607 -0.547 0.957
H -1.215 1.774 0.063
H 3.805 2.362 1.540
H -1.869 0.130 2.504
H -3.842 -1.829 -2.175
H -0.765 2.208 1.689
H 5.021 0.473 -1.086
*
```

Electronic structure analysis, Löwdin charges in units of e: O 0.018; C -0.305; C -0.028; C -0.235; C -0.230; C -0.008; C -0.044; C -0.106; C -0.021; C -0.172; C -0.158; H 0.052; H 0.070; H 0.025; H 0.071; H 0.056; H 0.083; H 0.116; H 0.110; H 0.108; H 0.042; H 0.109; H 0.117; H 0.077; H 0.052; H 0.103; H 0.097

***

Entry 7:
The following is a quantum chemistry calculation of a cluster of 2 separate species, C10H16O in total in a non-equilibrium geometry, from the Open Molecules 2025 dataset.

- Calculated total energy: -12676.08063 eV
- SMILES: CCc1ccccc1.CCO
- Energy relative to the best compared isomer or geometry (same formula, charge and spin): 158.6 kJ/mol

```
! wB97M-V def2-TZVPD RIJCOSX def2/J DEFGRID3
* xyz 0 1
O -1.117 1.104 -3.283
C 0.953 -3.076 0.163
C 0.351 -0.528 0.912
C 0.941 -2.079 -0.814
C 0.475 -2.858 1.441
C -1.840 2.331 -1.315
C -1.934 0.997 -2.085
C 1.944 1.072 2.008
C 0.213 -1.546 1.848
C 0.652 -0.765 -0.423
C 0.494 0.872 1.442
H -0.319 -1.343 2.768
H 1.957 1.841 2.774
H 1.234 -4.070 -0.171
H -2.641 2.968 -1.674
H 2.258 0.122 2.438
H 0.360 -3.653 2.158
H -0.105 1.036 2.352
H -1.651 0.797 -4.033
H 2.691 1.340 1.257
H -0.833 2.713 -1.470
H 0.831 0.077 -1.075
H -1.953 2.133 -0.248
H 0.230 1.740 0.844
H -2.982 0.925 -2.373
H 1.340 -2.236 -1.807
H -1.549 0.087 -1.632
*
```

Electronic structure analysis, Löwdin charges in units of e: O -0.112; C -0.104; C -0.264; C -0.067; C -0.081; C -0.078; C -0.287; C -0.084; C -0.052; C -0.053; C -0.204; H 0.114; H 0.063; H 0.098; H 0.068; H 0.069; H 0.098; H 0.104; H 0.079; H 0.070; H 0.070; H 0.114; H 0.062; H 0.088; H 0.103; H 0.102; H 0.084

***

Entry 8:
The following is a quantum chemistry calculation of a cluster of 2 separate species, C10H16O in total in a non-equilibrium geometry, from the Open Molecules 2025 dataset.

- Calculated total energy: -12676.42451 eV
- SMILES: CCc1ccc(O)cc1.CC
- Energy relative to the best compared isomer or geometry (same formula, charge and spin): 125.5 kJ/mol

```
! wB97M-V def2-TZVPD RIJCOSX def2/J DEFGRID3
* xyz 0 1
O -0.157 -2.620 -1.206
C -0.973 0.496 1.382
C 0.209 -0.225 1.538
C 2.117 0.022 -2.408
C -0.394 -1.646 -0.253
C 0.502 -1.342 0.754
C -1.812 0.207 0.306
C -1.879 1.369 3.570
C -1.523 -0.888 -0.502
C 2.387 -0.101 -3.902
C -1.197 1.723 2.254
H 0.428 -3.286 -0.832
H -2.244 2.259 4.084
H -1.835 2.385 1.705
H -1.238 0.787 4.232
H -2.768 0.770 3.383
H 3.405 0.204 -4.144
H 1.806 0.647 -4.456
H 1.269 0.680 -2.186
H 2.033 -1.047 -4.300
H -2.812 0.611 0.331
H 0.822 0.070 2.381
H 1.876 -0.885 -1.869
H -2.213 -1.265 -1.238
H -0.237 2.228 2.357
H 2.901 0.514 -1.824
H 1.527 -1.670 0.844
*
```

Electronic structure analysis, Löwdin charges in units of e: O 0.024; C -0.251; C -0.041; C -0.172; C -0.339; C -0.024; C -0.026; C -0.098; C -0.015; C -0.159; C -0.217; H 0.103; H 0.067; H 0.094; H 0.072; H 0.073; H 0.060; H 0.060; H 0.065; H 0.061; H 0.113; H 0.114; H 0.036; H 0.117; H 0.109; H 0.063; H 0.115